A 3-piece molecular cluster, C22H26N3Si overall at a distorted geometry. Source: OMol25; level of theory: the ωB97M-V functional and the def2-TZVPD basis.

Properties
* energy: -1307.25804 Eh
* HOMO energy: -11.271 eV
* molecular weight: 360.6 g mol⁻¹
* charge: +1
* orbital gap: 6.420 eV

Last column: Löwdin charge in e.
Atoms and positions in Å:
H: -5.48 -1.64 2.09  0.106
C: 3.75 2.18 -1.40  0.012
C: -0.42 -0.49 -1.91  -0.195
C: -2.30 -1.72 7.21  -0.071
H: 0.93 3.39 -1.87  0.045
C: 6.52 2.10 -1.31  -0.013
H: -2.45 0.38 6.73  0.104
H: -5.16 -1.98 -0.36  0.104
H: -3.37 -4.14 5.10  0.103
H: -3.76 -0.34 -1.62  0.092
H: -3.89 -2.09 3.77  0.077
N: -3.19 -0.77 5.19  0.053
C: 3.75 0.94 -2.32  -0.079
H: -1.85 -1.56 8.18  0.104
C: 0.29 2.49 -1.57  -0.222
N: -3.34 0.84 0.01  0.042
C: -3.44 -2.02 4.76  -0.146
C: 3.77 -1.49 -4.06  -0.015
C: 5.15 2.73 -0.93  -0.016
H: 1.66 -1.31 -4.06  0.147
H: 0.14 -1.49 -1.91  0.033
C: -2.57 -3.00 6.75  -0.077
C: -4.28 0.14 2.12  -0.076
H: -3.04 1.87 1.77  0.103
H: -2.33 -3.86 7.35  0.108
N: 2.53 -0.85 -3.69  0.040
C: -2.64 -0.64 6.40  -0.147
C: -4.88 -0.95 1.51  -0.085
Si: 0.65 0.98 -2.61  0.537
H: 7.50 0.33 -2.55  0.118
C: -0.09 1.31 -4.39  -0.199
H: 5.19 3.65 -0.23  0.110
H: -1.15 1.73 -4.33  0.063
H: -4.40 0.32 3.18  0.087
H: 6.08 -1.50 -3.97  0.126
C: 6.53 0.85 -2.22  -0.001
H: 7.51 2.51 -0.93  0.109
H: 0.41 2.35 -0.43  0.067
H: -1.36 -0.64 -2.58  0.049
H: 2.87 2.77 -0.99  0.082
H: -0.02 0.31 -4.95  0.036
H: 3.77 -2.44 -4.72  0.139
H: -0.81 2.81 -1.71  0.074
C: 5.15 0.30 -2.68  -0.094
C: -3.93 -0.23 -0.55  -0.171
C: 2.42 0.35 -2.86  -0.103
C: -4.71 -1.14 0.15  -0.069
C: -3.15 -3.16 5.49  -0.069
C: -3.53 1.00 1.33  -0.144
C: 5.14 -0.96 -3.61  0.032
H: -0.85 -0.23 -0.86  0.043
H: 0.66 2.03 -4.88  0.050